Entry 1:
Entry from OMol25: a molecular structure, C3H2I2N2 at a distorted geometry (the ωB97M-V functional and the def2-TZVPD basis).

Summary:
highest occupied orbital energy (alpha / beta) = -7.6688 / -8.9390 eV
molar mass = 319.9 g/mol
max |F| = 4.516 eV Å⁻¹
LUMO energy (alpha / beta) = -0.001 / -0.100 Eh

Geometry as ORCA input:
```
! RIJCOSX wB97M-V def2-TZVPD def2/J DEFGRID3
* xyz 0 3
C 0.6733 -1.2920 -0.0625
C -0.6502 0.9932 0.0336
C 1.2327 -0.1245 -0.1438
N 0.6209 1.1186 -0.1019
N -1.2937 -0.1242 -0.0234
I 3.3243 -0.0862 0.0222
I -3.2419 -0.1509 0.0139
H 0.3930 -2.2737 0.0689
H -1.0584 1.9396 0.1930
*
```

Mulliken population analysis, charges in e, atoms 1 to 5:
1. C -0.1754
2. C 0.0592
3. C -0.1146
4. N -0.4297
5. N -0.4929

Entry 2:
Entry from OMol25: C13H15ClN2O4 in the gas phase (the ωB97M-V functional and the def2-TZVPD basis).

Summary:
highest occupied orbital energy = -8.0402 eV
molar mass = 298.7 g/mol
structure (SMILES) = Nc1cc(Cl)ccc1C(=O)OCC(=O)N1CCOCC1
max |F| = 0.491 eV Å⁻¹
energy above the lowest of the compared OMol25 structures with the same formula, charge and spin = 0.0 kcal per mole
LUMO energy = 0.024 Eh

Geometry as ORCA input:
```
! RIJCOSX wB97M-V def2-TZVPD def2/J DEFGRID3
* xyz 0 1
N 2.3764 1.7365 0.5666
C 3.2193 0.7309 0.2377
C 4.5804 1.0114 0.0323
C 5.4633 0.0143 -0.3136
Cl 7.1289 0.4088 -0.5428
C 5.0440 -1.2993 -0.4974
C 3.7121 -1.5880 -0.3027
C 2.7982 -0.6102 0.0890
C 1.4058 -1.0330 0.2857
O 0.8493 -1.9102 -0.3316
O 0.7960 -0.3535 1.2883
C -0.6022 -0.5123 1.3850
C -1.2539 0.5836 0.5317
O -0.5645 1.4473 0.0167
N -2.5917 0.5557 0.4105
C -3.4886 -0.4810 0.8720
C -4.0609 -1.2158 -0.3506
O -4.7173 -0.3177 -1.2115
C -3.8404 0.6890 -1.6676
C -3.2526 1.4804 -0.4949
H 2.7142 2.6779 0.4630
H 1.3755 1.6012 0.4936
H 4.9303 2.0261 0.1481
H 5.7472 -2.0633 -0.7842
H 3.3470 -2.5947 -0.4383
H -0.8756 -1.5078 1.0151
H -0.8697 -0.3980 2.4378
H -2.9853 -1.1786 1.5362
H -4.3112 -0.0013 1.4150
H -4.8079 -1.9497 -0.0452
H -3.2427 -1.7246 -0.8832
H -4.4314 1.3382 -2.3144
H -3.0214 0.2400 -2.2491
H -2.5172 2.2046 -0.8448
H -4.0531 1.9931 0.0476
*
```

Mulliken population analysis, charges in e, atoms 1 to 5:
1. N -0.3488
2. C 0.6208
3. C -0.7905
4. C 0.3012
5. Cl -0.2130

Entry 3:
Entry from OMol25: a gas-phase ion, C15H7Cl2N2O2 (charge -1) at a distorted geometry (the ωB97M-V functional and the def2-TZVPD basis).

Summary:
highest occupied orbital energy = -3.8194 eV
molar mass = 318.1 g/mol
structure (SMILES) = N#Cc1ccc([C@H](C#N)[C@@]2(Cl)C=C([O-])C(Cl)=CC2=O)cc1
max |F| = 3.686 eV Å⁻¹
energy above the lowest of the compared OMol25 structures with the same formula, charge and spin = 0.0 kcal per mole
LUMO energy = 0.093 Eh

Geometry as ORCA input:
```
! RIJCOSX wB97M-V def2-TZVPD def2/J DEFGRID3
* xyz -1 1
N -1.2770 -5.1246 1.9783
C -0.9053 -4.1776 1.3950
C -0.4467 -3.0078 0.6875
C -1.2721 -2.3821 -0.2576
C -0.8120 -1.2659 -0.9522
C 0.4465 -0.7173 -0.6609
C 0.9693 0.4887 -1.4617
C 2.4267 0.4962 -1.4079
N 3.5892 0.4380 -1.5439
C 0.4518 1.8722 -0.9455
Cl 1.2501 3.1732 -1.9223
C -0.9768 2.1712 -1.0540
C -1.8963 1.9944 0.0310
O -3.0951 1.7060 -0.1310
C -1.2866 2.1588 1.4088
Cl -2.3684 2.2560 2.7233
C 0.0511 2.2354 1.6017
C 1.0215 2.0099 0.5496
O 2.2187 1.8959 0.7540
C 1.2715 -1.3564 0.2760
C 0.8282 -2.4940 0.9465
H -2.2630 -2.7896 -0.4638
H -1.4271 -0.8197 -1.7393
H 0.6377 0.3734 -2.5055
H -1.3681 2.4862 -2.0264
H 0.4567 2.3673 2.6047
H 2.2836 -0.9888 0.4639
H 1.4920 -2.9988 1.6519
*
```

Mulliken population analysis, charges in e, atoms 1 to 5:
1. N -0.5695
2. C 0.0362
3. C 0.5516
4. C -0.8222
5. C -0.0539

Entry 4:
Entry from OMol25: C4H8S in the gas phase at a distorted geometry (the ωB97M-V functional and the def2-TZVPD basis).

Summary:
highest occupied orbital energy = -9.0762 eV
molar mass = 88.2 g/mol
structure (SMILES) = C=C[C@H](C)S
max |F| = 5.541 eV Å⁻¹
energy above the lowest of the compared OMol25 structures with the same formula, charge and spin = 35.8 kcal per mole
LUMO energy = 0.035 Eh

Geometry as ORCA input:
```
! RIJCOSX wB97M-V def2-TZVPD def2/J DEFGRID3
* xyz 0 1
C 1.7617 -0.9895 -0.2144
C 0.5534 -0.8063 0.3631
C -0.5259 -0.0381 -0.3903
C -0.3428 1.4038 0.0489
S -2.1643 -0.8245 -0.1376
H 2.0369 -0.2822 -1.0621
H 2.3146 -1.8339 0.2096
H 0.2617 -1.3179 1.1609
H -0.4147 -0.2116 -1.4469
H -0.1610 1.4946 1.1779
H -1.0718 2.1620 -0.2703
H 0.7284 1.7052 -0.2428
H -2.9763 -0.4616 0.8041
*
```

Mulliken population analysis, charges in e, atoms 1 to 5:
1. C -0.6870
2. C -0.3530
3. C 0.1648
4. C -1.0563
5. S -0.3052

Entry 5:
Entry from OMol25: 6 unconnected molecules or ions with the total composition C12H30Cl4O7 at a distorted geometry (the ωB97M-V functional and the def2-TZVPD basis).

Summary:
highest occupied orbital energy = -9.7722 eV
molar mass = 428.2 g/mol
structure (SMILES) = C1CCOC1.ClCCl.ClCCl.OCCO.OCCO.OCCO
max |F| = 2.665 eV Å⁻¹
LUMO energy = 0.005 Eh

Geometry as ORCA input:
```
! RIJCOSX wB97M-V def2-TZVPD def2/J DEFGRID3
* xyz 0 1
C -5.1687 -0.6893 -1.6789
C -5.4013 -1.9283 -2.5092
C -6.2732 -2.8431 -1.6083
O -6.2234 -2.2708 -0.2967
C -6.1253 -0.8796 -0.4991
H -5.4793 0.2090 -2.2125
H -4.1483 -0.5548 -1.3198
H -4.5088 -2.4667 -2.8280
H -6.0035 -1.5883 -3.3517
H -6.0003 -3.8984 -1.6181
H -7.3020 -2.9546 -1.9506
H -5.7478 -0.4340 0.4213
H -7.0879 -0.4760 -0.8131
Cl 2.9240 0.3714 5.5606
C 1.6531 0.4130 6.8255
Cl 1.6397 -1.2054 7.6341
H 1.9388 1.2309 7.4868
H 0.6544 0.5938 6.4281
Cl 1.2255 -4.6381 -6.0108
C 0.4903 -5.8623 -5.0106
Cl -1.3055 -5.6305 -4.9143
H 0.8341 -6.7863 -5.4754
H 0.8968 -5.7398 -4.0067
O 3.6414 -2.6842 -0.4747
C 2.6054 -2.3006 0.4390
C 1.2505 -1.9297 -0.2535
O 1.5643 -0.8759 -1.1942
H 3.9822 -1.8444 -0.7911
H 2.4537 -3.1604 1.0916
H 3.0968 -1.4275 0.8682
H 0.4884 -1.7290 0.4995
H 0.7941 -2.7450 -0.8149
H 1.7556 -1.2383 -2.0624
O 5.4640 5.0362 0.9993
C 5.8165 3.6051 0.9846
C 6.0900 3.0686 -0.4428
O 7.0721 3.8474 -1.1359
H 6.2999 5.4945 0.8864
H 6.7270 3.5179 1.5774
H 5.0316 3.0960 1.5440
H 5.1808 3.2085 -1.0275
H 6.4157 2.0315 -0.5232
H 6.5685 4.5269 -1.5901
O -2.8199 4.4738 1.5091
C -2.4257 3.1562 1.7667
C -0.9784 2.8655 1.4608
O -1.0526 2.6696 0.0930
H -3.4346 4.4485 0.7722
H -2.5496 2.9527 2.8304
H -3.0274 2.4712 1.1695
H -0.6904 1.9398 1.9592
H -0.2750 3.6718 1.6684
H -0.5266 1.8816 -0.0618
*
```

Mulliken population analysis, charges in e, atoms 1 to 5:
1. C -0.4716
2. C -0.3650
3. C -0.4804
4. O -0.4057
5. C -0.4283

Entry 6:
Entry from OMol25: a molecular structure, C17H28ClNO6Ru at a distorted geometry (the ωB97M-V functional and the def2-TZVPD basis).

Summary:
highest occupied orbital energy (alpha / beta) = -18.2672 / -18.2680 eV
molar mass = 478.9 g/mol
max |F| = 2.251 eV Å⁻¹
energy above the lowest of the compared OMol25 structures with the same formula, charge and spin = 22.9 kcal per mole
LUMO energy (alpha / beta) = -0.487 / -0.459 Eh

Geometry as ORCA input:
```
! RIJCOSX wB97M-V def2-TZVPD def2/J DEFGRID3
* xyz 3 2
Ru -0.4992 -0.1895 -0.2842
C -0.2982 2.9233 0.0235
C -1.5688 2.7544 0.8530
O -2.1154 1.4653 0.5571
C -2.8682 0.8573 1.5989
C -1.9528 0.2764 2.6815
O -1.0475 -0.6317 2.0622
C 0.1449 -0.8551 2.8075
C 0.9438 -1.9326 2.0878
O 1.3461 -1.4097 0.8241
C 2.0451 -2.3274 -0.0124
C 1.0923 -2.9677 -1.0355
O 0.3025 -2.0014 -1.7255
C 0.8033 -1.4834 -2.9522
C 1.8017 -0.3355 -2.7704
O 1.2434 0.5925 -1.8472
C 2.0756 1.6960 -1.4935
C 1.9300 1.9464 0.0178
O 0.5818 1.8788 0.4442
H 0.1628 3.9028 0.2041
H -0.5314 2.8213 -1.0497
H -2.3078 3.5234 0.5965
H -1.3145 2.8409 1.9134
H -3.4381 0.0542 1.1189
H -3.5664 1.5732 2.0517
H -2.5634 -0.2522 3.4259
H -1.3926 1.0687 3.1910
H -0.1000 -1.1924 3.8214
H 0.7294 0.0772 2.8696
H 0.3318 -2.8350 1.9628
H 1.8383 -2.1860 2.6732
H 2.5178 -3.1143 0.5829
H 2.8302 -1.7573 -0.5156
H 0.3670 -3.6073 -0.5215
H 1.6624 -3.5733 -1.7451
H -0.0797 -1.1212 -3.4912
H 1.2707 -2.2814 -3.5388
H 1.9620 0.1573 -3.7394
H 2.7692 -0.7027 -2.4080
H 1.7664 2.5729 -2.0770
H 3.1269 1.4892 -1.7103
H 2.3793 2.9141 0.2761
H 2.4401 1.1561 0.5827
Cl -5.1224 -3.6057 -1.6001
C -4.2542 -2.1956 -2.0134
C -4.6728 -1.3526 -3.0510
C -3.9596 -0.1990 -3.3162
C -2.8380 0.0962 -2.5485
N -2.4279 -0.7216 -1.5827
C -3.0890 -1.8350 -1.3099
H -5.5474 -1.6071 -3.6336
H -4.2692 0.4690 -4.1060
H -2.2674 1.0029 -2.7126
H -2.6986 -2.4765 -0.5240
*
```

Mulliken population analysis, charges in e, atoms 1 to 5:
1. Ru 1.9601
2. C -0.4519
3. C -0.6837
4. O -0.1884
5. C -0.6409